The following is a quantum chemistry calculation of a 11-piece molecular cluster, C34H96N6O11 overall, from OMol25.

Values from the calculation:
M = 765.17 Da
2S+1 = 2
total charge = +1
highest occupied orbital energy (spin up / spin down) = -10.7946 / -10.7946 eV
E_LUMO (spin up / spin down) = -0.083 / -0.294 Ha
relative energy (zero: lowest compared OMol25 entry of this formula, charge and spin) = 64.31 kcal/mol

Geometry as XYZ:
```
147
Properties=species:S:1:pos:R:3:mulliken_charge:R:1
C 1.80423 0.71755 2.89415 0.3754
C 2.52038 2.05699 2.34538 -0.1131
O 3.64695 1.56135 1.58523 -0.4365
H 0.85904 1.04021 3.33074 0.0574
H 2.46010 0.40600 3.70709 0.4679
H 1.80847 -0.06556 2.13599 -0.7193
H 2.71036 2.67296 3.22435 0.6129
H 1.93934 2.65493 1.64328 -0.1965
H 4.39550 2.13132 1.77603 0.2388
C 2.11897 -4.47090 -2.31071 -1.1765
C 1.88922 -2.92003 -2.08264 -0.0207
O 2.44776 -2.56217 -0.88820 -0.0975
H 1.72084 -4.79517 -3.27219 0.3914
H 1.64014 -4.96672 -1.46633 0.2964
H 3.20413 -4.56254 -2.26467 0.1985
H 0.81811 -2.71956 -2.05699 0.4900
H 2.14670 -2.29893 -2.94058 0.1366
H 2.26728 -1.62003 -0.85088 0.1573
C -2.05148 1.10899 4.66803 -0.3788
C -2.29854 2.57064 4.71308 -0.0403
O -1.39683 3.28121 5.52762 -0.6044
H -2.49669 0.73815 5.59127 0.4658
H -0.98835 0.88947 4.56958 0.1718
H -2.60388 0.70438 3.81996 -0.1463
H -3.26593 2.92242 5.07156 0.2591
H -2.16562 2.92009 3.68920 -0.0499
H -0.55613 3.44817 5.09527 0.2965
C -1.82364 5.21453 -1.04696 -0.1542
C -1.52642 5.95533 0.21521 -0.2281
O -0.43498 5.45346 0.89422 -0.5457
H -2.56132 5.63383 -1.73114 0.4301
H -2.20593 4.23051 -0.77556 -0.3754
H -0.84229 5.18547 -1.52048 0.2809
H -2.43259 5.94431 0.82088 0.1218
H -1.30336 7.01561 0.09627 0.3671
H 0.39516 5.77518 0.53510 0.3157
C 2.61088 4.48754 -1.14219 -0.3386
C 2.86649 5.90842 -0.72595 -0.5226
O 1.60222 6.47692 -0.92410 -0.4699
H 3.53698 3.92162 -1.24303 0.3805
H 2.15149 4.44434 -2.12970 0.2581
H 1.94327 3.95834 -0.46223 -0.2953
H 3.65518 6.46174 -1.23575 0.4442
H 3.02928 5.93461 0.35150 0.2552
H 1.74187 7.42595 -0.96193 0.2381
C -4.97454 -0.76210 2.32404 -1.3910
C -4.42890 -1.48375 1.05459 1.6862
C -4.95996 -2.95230 0.80694 -0.9956
O -4.58250 -3.91470 1.80113 -0.2296
C -4.78930 -5.20132 1.49074 -0.9040
N -4.69909 -0.66721 -0.15118 -0.6987
H -4.54699 -1.12071 3.26036 0.3009
H -6.03357 -1.00086 2.22631 0.4276
H -4.79572 0.30832 2.22237 0.2795
H -3.35107 -1.58721 1.17979 -0.5661
H -4.27710 -3.15867 -0.01721 0.3748
H -6.00762 -3.08961 0.53925 0.3656
H -5.85969 -5.36796 1.61155 0.3245
H -4.24321 -5.98647 2.01363 0.2697
H -4.53319 -5.46500 0.46460 0.3773
H -4.37123 -1.16326 -0.96760 0.3177
H -4.26194 0.23625 -0.03819 0.1718
C 0.85695 -1.99109 -5.63384 -1.1163
C 0.98844 -3.00004 -6.82155 0.4919
C -0.28859 -3.66588 -7.31914 -0.7749
O -0.00220 -4.56768 -8.34954 -0.3695
C -1.25337 -5.20231 -8.61703 -0.7921
N 1.59962 -2.33888 -7.97024 -0.8238
H 1.78389 -1.45451 -5.43146 0.3182
H 0.67700 -2.50218 -4.68805 0.2175
H -0.03418 -1.38217 -5.78618 0.2647
H 1.72853 -3.73989 -6.51659 0.3514
H -0.91649 -2.84600 -7.66791 0.3509
H -0.84346 -4.09201 -6.48329 0.3590
H -1.89491 -5.46626 -7.77628 0.3311
H -1.02457 -6.19638 -9.00116 0.2783
H -1.75117 -4.62879 -9.39892 0.2995
H 2.56438 -2.46457 -7.69908 0.2800
H 1.48596 -3.06781 -8.66005 0.3367
C -4.89304 4.51559 1.43787 -1.0840
C -6.35439 4.97418 1.67977 0.4432
C -6.98546 4.14640 2.84664 -0.9518
O -6.89022 2.74420 2.62855 -0.3202
C -6.91659 1.95179 3.89003 -0.4388
N -6.26056 6.40552 1.98301 -0.7495
H -4.71898 3.47655 1.15826 0.2323
H -4.20483 4.75431 2.24872 0.4001
H -4.53037 5.16670 0.64248 0.1753
H -6.94182 4.85868 0.76889 0.3093
H -7.95224 4.46443 3.23688 0.4292
H -6.38851 4.35400 3.73470 0.3726
H -7.05736 0.93467 3.52428 0.1130
H -7.73783 2.11238 4.58851 0.3608
H -5.94135 2.02200 4.37177 0.1371
H -5.82941 6.74077 1.13341 0.2779
H -7.21154 6.74513 2.00327 0.2731
C 1.92957 0.95473 -2.73024 -1.6704
C 1.37461 1.06347 -1.33200 1.8582
C -0.13977 1.07308 -1.17455 -1.1939
O -0.48506 1.36751 0.17784 0.1965
C -1.84587 1.48468 0.50924 -1.3794
N 2.03551 0.14868 -0.49018 0.5590
H 1.49873 0.06191 -3.18341 0.2247
H 3.01194 1.04639 -2.82058 0.3776
H 1.56798 1.74203 -3.39169 0.4996
H 1.71731 2.01379 -0.92268 -0.9408
H -0.61696 0.22666 -1.66850 0.4081
H -0.35711 1.98245 -1.73482 0.4047
H -2.07851 1.73267 1.54485 -0.0631
H -2.24935 0.48604 0.34183 0.5262
H -2.32953 2.24654 -0.10211 0.3750
H 1.56035 0.23905 0.39648 -0.9298
H 2.97378 0.33700 -0.16725 0.0251
C 6.03575 -1.13078 -1.18359 -1.4690
C 6.68979 -2.53061 -0.88212 0.3103
C 7.30742 -2.53633 0.58503 -0.3357
O 8.28505 -1.48889 0.77366 -0.3410
C 8.71166 -1.48832 2.18301 -0.6588
N 5.63974 -3.43356 -0.96339 0.0512
H 6.71390 -0.29491 -1.01176 0.4758
H 5.15581 -0.93570 -0.57062 0.2662
H 5.68667 -1.08270 -2.21506 0.4079
H 7.50886 -2.66216 -1.58917 0.3516
H 7.85203 -3.47862 0.64495 0.4048
H 6.55941 -2.38499 1.36329 0.1375
H 7.85343 -1.57371 2.84953 0.2982
H 9.23414 -0.55334 2.38531 0.2653
H 9.43730 -2.27757 2.37955 0.2990
H 5.53968 -4.16177 -0.27072 0.4182
H 4.73763 -2.97977 -0.98282 -0.0866
C 3.69215 -2.58821 2.49781 -1.4500
C 2.40548 -3.48047 2.64663 0.4135
C 0.99862 -2.77564 2.32981 -0.6791
O -0.07847 -3.61744 2.62217 -0.5137
C -1.26768 -2.96179 2.46066 -0.5937
N 2.65317 -4.57160 1.73186 -0.8246
H 4.53168 -3.28338 2.50349 0.4855
H 3.85419 -1.76161 3.18959 0.4276
H 3.70497 -2.08194 1.53260 0.0632
H 2.37872 -4.00272 3.60301 0.5034
H 0.86616 -2.48597 1.28739 0.4145
H 0.90275 -1.90010 2.97196 0.4618
H -1.48699 -2.69034 1.42802 0.2209
H -1.35299 -2.07044 3.08221 0.2337
H -2.07793 -3.56432 2.87121 0.3960
H 2.95457 -4.26310 0.81857 0.1025
H 1.68365 -4.76911 1.52908 0.3759
```